Record 1
Computed, not measured: a structure of composition C15H13BrN4OTc at a distorted geometry, with wB97M-V/def2-TZVPD.

```
35
Properties=species:S:1:pos:R:3:mulliken_spin:R:1
Tc 0.00 1.12 -0.82 1.9414
Br 0.00 3.64 -0.50 0.0321
O 0.00 3.53 4.77 0.2983
N 1.44 -0.31 -1.17 -0.0306
N 0.00 -2.20 -1.31 -0.0075
N -1.44 -0.31 -1.17 -0.0306
N 0.00 1.51 1.20 0.2469
C -2.34 -2.52 -1.56 0.0152
C 0.00 0.80 2.35 0.0632
C 2.68 0.18 -1.33 0.0323
C -1.25 -1.65 -1.33 -0.0108
C 0.00 2.84 3.70 0.1288
C 3.61 -2.00 -1.69 0.0182
C 3.79 -0.62 -1.61 -0.0270
C 0.00 1.41 3.59 0.2719
C -3.61 -2.00 -1.69 0.0184
C 0.00 2.87 1.30 -0.0832
C 2.34 -2.52 -1.56 0.0148
C 1.25 -1.65 -1.33 -0.0107
C 0.00 3.57 2.46 0.1226
C -2.68 0.18 -1.33 0.0330
C -3.79 -0.62 -1.61 -0.0272
H 0.00 4.65 2.50 -0.0026
H 4.46 -2.66 -1.85 -0.0008
H -4.77 -0.17 -1.72 -0.0003
H -4.46 -2.66 -1.85 -0.0008
H 4.77 -0.17 -1.72 -0.0003
H 0.00 -3.22 -1.43 -0.0002
H 0.00 -0.28 2.28 0.0017
H -2.17 -3.58 -1.66 0.0008
H 0.00 0.80 4.49 0.0005
H 2.17 -3.58 -1.66 0.0008
H 0.00 3.11 5.66 -0.0085
H 2.82 1.25 -1.20 0.0001
H -2.82 1.25 -1.20 0.0001
```

## Properties
* ⟨S²⟩: 3.803
* charge: +4
* highest occupied orbital energy (spin up / spin down): -20.792 / -20.765 eV
* E_LUMO (spin up / spin down): -15.3368 / -18.8950 eV
* multiplicity: 4
* M: 443.20 g/mol

Record 2
Computed, not measured: a structure of composition C18H20InN6S at a distorted geometry, with wB97M-V/def2-TZVPD.

```
46
Properties=species:S:1:pos:R:3:mulliken_charge:R:1
In 0.52 -0.39 -0.22 0.7624
S -1.82 -1.70 -0.94 -0.0282
N 0.89 -2.89 -0.25 -0.4613
N 1.66 3.49 3.03 0.0743
N -2.08 -0.22 -1.68 -0.3133
N -0.70 2.97 3.36 0.0474
N -0.04 4.56 1.66 0.0562
N 0.47 2.16 1.34 0.0380
C 1.72 2.39 2.09 -0.7107
C -0.78 -2.62 -1.99 0.4637
C -2.76 -1.05 -3.90 -0.3460
C -1.04 4.22 2.66 -0.7292
C -0.83 -4.24 -3.80 -1.0310
C 0.72 -4.57 -1.95 1.0164
C 0.10 -5.03 -3.14 -0.9919
C -0.57 1.90 2.38 -0.7926
C 0.63 3.18 4.00 -0.7303
C 2.36 -4.73 -0.19 -0.5492
C -2.47 -0.08 -2.91 -0.1369
C -1.29 -3.01 -3.22 1.1090
C 0.09 3.46 0.70 -0.7615
C 0.27 -3.34 -1.37 0.3717
C -2.27 -2.30 -4.00 -0.7184
C 1.85 -3.55 0.36 -0.3190
C 1.82 -5.23 -1.36 -0.5674
C 1.23 4.72 2.33 -0.7464
H -0.31 0.97 2.88 0.3696
H 0.57 3.98 4.74 0.3197
H 2.54 2.56 1.37 0.3212
H 2.00 4.90 1.56 0.3753
H -1.13 5.03 3.39 0.3180
H 0.84 2.21 4.50 0.3519
H -2.70 0.99 -3.16 0.3513
H 0.86 3.69 -0.03 0.3839
H 1.17 5.55 3.03 0.3252
H -1.24 -4.53 -4.78 0.3375
H -0.87 3.35 0.19 0.3448
H -3.40 -0.74 -4.75 0.3042
H -1.51 1.81 1.82 0.3786
H -1.99 4.09 2.13 0.3557
H 2.01 1.45 2.61 0.3418
H 2.19 -6.16 -1.77 0.4156
H 0.49 -5.97 -3.56 0.3603
H -2.62 -2.90 -4.86 0.2875
H 2.22 -3.14 1.33 0.4082
H 3.22 -5.23 0.33 0.3441
```

## Properties
* charge: +1
* highest occupied orbital energy: -11.005 eV
* E_LUMO: -4.5442 eV
* multiplicity: 1
* M: 467.28 g/mol

Record 3
Computed, not measured: the ion C17H22FINO2S with charge +1 at a distorted geometry, with wB97M-V/def2-TZVPD.

```
45
Properties=species:S:1:pos:R:3:mulliken_charge:R:1
I -4.36 -1.76 -3.12 0.2535
S -0.76 -1.58 3.24 1.2951
F 0.76 -1.45 3.00 -0.1517
O -1.19 -0.71 4.27 -0.5697
O -1.05 -2.96 3.40 -0.6299
N -2.95 1.98 -1.63 0.0686
C 0.14 2.24 1.40 -1.0479
C 1.20 1.44 0.60 -0.0629
C -2.01 -2.12 0.94 -1.0162
C 3.46 -1.01 -0.40 -0.0759
C 2.22 0.88 -1.64 -1.1818
C -1.52 0.25 1.27 0.4056
C 4.09 -2.40 -0.60 -1.4215
C -1.48 -1.06 1.69 0.5186
C -2.19 0.48 0.03 0.6634
C -3.51 0.99 -2.37 -0.4970
C 2.51 -0.63 -1.54 -0.4993
C -3.44 -0.30 -1.95 -0.2640
C -0.93 1.37 2.10 -1.6347
C 0.92 1.27 -0.90 0.0884
C -2.75 -0.59 -0.72 1.5443
C -2.65 -1.91 -0.26 -1.3421
C -2.33 1.77 -0.48 -0.7339
H -0.49 1.00 3.01 0.4842
H 2.12 2.00 0.68 0.6088
H -3.07 -2.74 -0.79 0.1875
H 2.91 -1.07 0.54 -0.0483
H -0.27 3.02 0.76 0.4264
H -1.96 2.65 0.01 0.5060
H 0.67 2.76 2.19 0.4892
H 3.05 1.41 -1.19 0.5042
H 0.54 2.21 -1.32 0.3479
H -1.75 2.01 2.41 0.3528
H -4.03 1.22 -3.28 0.3654
H 2.93 -0.96 -2.49 0.4511
H 0.22 0.46 -1.10 -0.0482
H 4.76 -2.57 0.24 0.3802
H -3.03 2.92 -1.98 0.3220
H -1.94 -3.13 1.30 0.6282
H 1.56 -1.17 -1.40 0.1998
H 2.11 1.17 -2.69 0.3666
H 1.38 0.49 1.11 -0.2811
H 4.60 -2.49 -1.55 0.3840
H 3.30 -3.14 -0.49 0.3205
H 4.22 -0.24 -0.30 0.3436
```

## Properties
* charge: +1
* structure (SMILES): CCCCCCCCc1c(S(=O)(=O)F)ccc2c(I)c[nH+]cc12
* highest occupied orbital energy: -12.935 eV
* E_LUMO: -4.9366 eV
* energy relative to the best compared isomer or geometry (same formula, charge and spin): 0.0 kcal per mole
* multiplicity: 1
* M: 450.34 g/mol

Q: Which of these has the highest multiplicity?
A: C15H13BrN4OTc

What did the first record say?
Computed, not measured: a structure of composition C15H13BrN4OTc at a distorted geometry, with wB97M-V/def2-TZVPD.

```
35
Properties=species:S:1:pos:R:3:mulliken_spin:R:1
Tc 0.00 1.12 -0.82 1.9414
Br 0.00 3.64 -0.50 0.0321
O 0.00 3.53 4.77 0.2983
N 1.44 -0.31 -1.17 -0.0306
N 0.00 -2.20 -1.31 -0.0075
N -1.44 -0.31 -1.17 -0.0306
N 0.00 1.51 1.20 0.2469
C -2.34 -2.52 -1.56 0.0152
C 0.00 0.80 2.35 0.0632
C 2.68 0.18 -1.33 0.0323
C -1.25 -1.65 -1.33 -0.0108
C 0.00 2.84 3.70 0.1288
C 3.61 -2.00 -1.69 0.0182
C 3.79 -0.62 -1.61 -0.0270
C 0.00 1.41 3.59 0.2719
C -3.61 -2.00 -1.69 0.0184
C 0.00 2.87 1.30 -0.0832
C 2.34 -2.52 -1.56 0.0148
C 1.25 -1.65 -1.33 -0.0107
C 0.00 3.57 2.46 0.1226
C -2.68 0.18 -1.33 0.0330
C -3.79 -0.62 -1.61 -0.0272
H 0.00 4.65 2.50 -0.0026
H 4.46 -2.66 -1.85 -0.0008
H -4.77 -0.17 -1.72 -0.0003
H -4.46 -2.66 -1.85 -0.0008
H 4.77 -0.17 -1.72 -0.0003
H 0.00 -3.22 -1.43 -0.0002
H 0.00 -0.28 2.28 0.0017
H -2.17 -3.58 -1.66 0.0008
H 0.00 0.80 4.49 0.0005
H 2.17 -3.58 -1.66 0.0008
H 0.00 3.11 5.66 -0.0085
H 2.82 1.25 -1.20 0.0001
H -2.82 1.25 -1.20 0.0001
```

## Properties
* ⟨S²⟩: 3.803
* charge: +4
* highest occupied orbital energy (spin up / spin down): -20.792 / -20.765 eV
* E_LUMO (spin up / spin down): -15.3368 / -18.8950 eV
* multiplicity: 4
* M: 443.20 g/mol

Please write out number 2 again, unchanged.
Computed, not measured: a structure of composition C18H20InN6S at a distorted geometry, with wB97M-V/def2-TZVPD.

```
46
Properties=species:S:1:pos:R:3:mulliken_charge:R:1
In 0.52 -0.39 -0.22 0.7624
S -1.82 -1.70 -0.94 -0.0282
N 0.89 -2.89 -0.25 -0.4613
N 1.66 3.49 3.03 0.0743
N -2.08 -0.22 -1.68 -0.3133
N -0.70 2.97 3.36 0.0474
N -0.04 4.56 1.66 0.0562
N 0.47 2.16 1.34 0.0380
C 1.72 2.39 2.09 -0.7107
C -0.78 -2.62 -1.99 0.4637
C -2.76 -1.05 -3.90 -0.3460
C -1.04 4.22 2.66 -0.7292
C -0.83 -4.24 -3.80 -1.0310
C 0.72 -4.57 -1.95 1.0164
C 0.10 -5.03 -3.14 -0.9919
C -0.57 1.90 2.38 -0.7926
C 0.63 3.18 4.00 -0.7303
C 2.36 -4.73 -0.19 -0.5492
C -2.47 -0.08 -2.91 -0.1369
C -1.29 -3.01 -3.22 1.1090
C 0.09 3.46 0.70 -0.7615
C 0.27 -3.34 -1.37 0.3717
C -2.27 -2.30 -4.00 -0.7184
C 1.85 -3.55 0.36 -0.3190
C 1.82 -5.23 -1.36 -0.5674
C 1.23 4.72 2.33 -0.7464
H -0.31 0.97 2.88 0.3696
H 0.57 3.98 4.74 0.3197
H 2.54 2.56 1.37 0.3212
H 2.00 4.90 1.56 0.3753
H -1.13 5.03 3.39 0.3180
H 0.84 2.21 4.50 0.3519
H -2.70 0.99 -3.16 0.3513
H 0.86 3.69 -0.03 0.3839
H 1.17 5.55 3.03 0.3252
H -1.24 -4.53 -4.78 0.3375
H -0.87 3.35 0.19 0.3448
H -3.40 -0.74 -4.75 0.3042
H -1.51 1.81 1.82 0.3786
H -1.99 4.09 2.13 0.3557
H 2.01 1.45 2.61 0.3418
H 2.19 -6.16 -1.77 0.4156
H 0.49 -5.97 -3.56 0.3603
H -2.62 -2.90 -4.86 0.2875
H 2.22 -3.14 1.33 0.4082
H 3.22 -5.23 0.33 0.3441
```

## Properties
* charge: +1
* highest occupied orbital energy: -11.005 eV
* E_LUMO: -4.5442 eV
* multiplicity: 1
* M: 467.28 g/mol